C15H13BrKN8S | ωB97M-V with the def2-TZVPD basis set

Each line ends with the Löwdin charge.
CARTESIAN COORDINATES (ANGSTROEM)
K -0.289 -0.873 -0.461  0.63
N -1.734 -1.030 4.426  0.03
C -1.578 -1.770 3.282  -0.12
N -1.111 -0.957 2.356  0.08
C -0.969 0.280 2.977  -0.30
N -1.324 0.203 4.225  0.12
C -0.277 1.429 2.485  -0.23
C 0.072 2.542 3.178  -0.06
N 0.786 3.609 2.720  0.12
C 1.248 3.442 1.502  -0.15
C 0.943 2.394 0.717  -0.12
N 0.150 1.461 1.226  0.07
H -2.155 -1.368 5.277  0.16
H -1.855 -2.805 3.315  0.13
H -0.263 2.729 4.254  0.14
H 1.615 4.349 1.011  0.12
H 1.139 2.313 -0.364  0.12
Br 4.786 -2.048 3.129  0.75
C 4.330 -1.772 1.298  -0.64
C 5.256 -1.700 0.286  -0.10
C 4.781 -1.541 -1.009  -0.05
C 3.426 -1.324 -1.212  -0.12
N 2.515 -1.600 -0.238  -0.02
C 2.939 -1.833 0.973  -0.21
H 6.271 -1.939 0.527  0.11
H 5.519 -1.490 -1.790  0.11
H 3.063 -1.087 -2.241  0.12
H 2.150 -1.969 1.760  0.12
S -2.278 1.391 -1.449  0.51
C -2.923 0.502 -2.798  -0.82
N -4.064 1.055 -3.291  0.05
C -4.527 0.694 -4.475  -0.03
C -3.893 -0.352 -5.106  -0.05
C -2.835 -0.932 -4.509  -0.13
N -2.279 -0.478 -3.419  0.08
H -4.559 1.784 -2.726  0.17
H -5.394 1.247 -4.857  0.15
H -4.257 -0.690 -6.117  0.14
H -2.422 -1.864 -4.859  0.13

For the highest occupied orbital energy, the calculation gives -10.9 eV. The multiplicity is 1. The molecular weight is 456.39 g/mol. For the gap between HOMO and LUMO, the calculation gives 0.2891 hartree. Its net charge is +1. The electronic energy is -124884.0879 eV.

***

C15H13Cl3N5O8S3SbSe4W | ωB97M-V with the def2-TZVPD basis set

Each line ends with the Löwdin charge.
CARTESIAN COORDINATES (ANGSTROEM)
W -0.752 0.786 0.441  1.33
N -2.367 1.812 3.845  0.01
N -1.147 1.956 4.508  -0.01
C -0.034 1.283 4.056  -0.73
O 1.089 1.712 4.296  0.00
O -0.245 0.242 3.275  -0.25
H -2.497 2.514 3.124  0.08
H -3.138 1.825 4.498  0.05
H -0.953 2.814 5.001  0.14
O 0.236 1.920 1.566  -0.54
S 1.227 0.753 1.866  1.11
O 2.273 1.204 0.583  -0.25
O 0.549 -0.420 1.049  -0.53
C 2.286 2.430 -0.087  -0.26
C 3.551 2.810 -0.522  0.00
C 3.755 3.993 -1.202  -0.07
C 2.702 4.861 -1.432  -0.07
C 1.435 4.497 -1.022  -0.12
C 1.180 3.275 -0.397  -0.20
S -0.761 3.421 -0.339  0.99
O 0.291 0.856 -1.072  -0.29
O -1.060 3.145 -1.746  -0.48
O -1.754 2.356 0.457  -0.61
H 4.365 2.129 -0.310  0.13
H 4.748 4.237 -1.557  0.11
H 2.862 5.808 -1.929  0.11
H 0.588 5.144 -1.225  0.10
N 1.626 -6.106 -2.678  0.10
C 1.273 -5.861 -1.408  -0.85
S 1.518 -6.931 -0.185  0.67
C 0.680 -4.524 -1.143  -0.25
C 1.291 -3.367 -1.614  0.00
C 0.697 -2.143 -1.358  -0.16
N -0.460 -2.002 -0.711  0.02
C -1.035 -3.121 -0.277  -0.13
C -0.500 -4.389 -0.430  -0.01
H 1.982 -7.019 -2.909  0.10
H 1.376 -5.476 -3.422  0.11
H 2.229 -3.394 -2.153  0.12
H 1.184 -1.241 -1.709  0.10
H -2.005 -3.021 0.201  0.04
H -1.016 -5.241 -0.009  0.11
Cl -0.813 -0.921 -3.942  0.62
C -0.749 0.764 -3.362  -1.51
Cl -2.115 1.627 -4.046  0.65
Cl 0.773 1.495 -3.899  0.64
C -0.842 0.721 -1.814  -0.82
N -1.917 0.411 -1.236  -0.05
Se -5.208 -0.627 4.294  0.19
Sb -4.032 -1.568 2.395  -0.15
Se -3.744 -3.928 2.652  0.00
Se -6.330 -1.170 1.693  0.19
Se -2.291 -0.332 1.345  0.51

For the highest occupied orbital energy, the calculation gives -8.6 eV. The multiplicity is 1. The molecular weight is 1215.30 g/mol. For the gap between HOMO and LUMO, the calculation gives 0.1972 hartree. The electronic energy is -379408.3837 eV.